A molecular structure, C33H39FN4P2Pt, computed with ωB97M-V/def2-TZVPD.

Last column: Löwdin spin population.
Cartesian coordinates (Å):
Pt1 0.18293 0.21960 1.70213  0.032
C1 -1.45444 1.42612 -3.76664  0.000
C2 -1.45093 0.10650 -3.53961  0.000
C3 -0.58790 -0.83410 -4.34975  0.000
C4 0.87075 -0.40295 -4.57294  0.001
C5 1.54246 0.29218 -3.40211  0.003
C6 1.33158 1.57788 -3.05458  0.003
C7 0.78658 2.56945 -4.03544  0.000
C8 -0.54539 2.14871 -4.72141  0.000
C9 1.55736 0.97949 3.09668  0.020
H1 -2.17523 2.07693 -3.27587  0.000
H2 -2.25009 -0.36685 -2.95475  0.000
H3 -1.05783 -0.97876 -5.34543  0.000
H4 -0.59425 -1.83183 -3.88215  0.000
H5 1.45924 -1.32042 -4.75426  0.000
H6 0.97879 0.18682 -5.49801  0.000
H7 2.40301 -0.26401 -2.98946  0.002
H8 1.67970 2.00524 -2.10879  0.002
H9 1.55039 2.75026 -4.81372  0.000
H10 0.61113 3.53187 -3.53710  0.000
H11 -1.05525 3.07888 -5.01678  0.000
H12 -0.37558 1.59664 -5.65665  0.000
H13 0.89687 1.67984 3.61756  0.002
H14 2.47715 1.48528 2.78127  0.005
H15 1.78245 0.12543 3.73953  0.003
P1 1.89961 -0.48259 0.42537  0.090
P2 -1.32327 -0.74703 0.36780  0.004
N1 2.98142 0.78704 0.00438  0.070
N2 2.97090 -1.60105 1.10264  0.176
N3 -2.19796 0.61467 -0.29124  0.002
N4 -2.61233 -1.71549 1.01002  0.033
C10 1.12127 -1.34398 -0.94922  0.008
C11 -0.37434 -1.76606 -0.82453  0.004
C12 2.82794 2.13259 0.39326  0.332
C13 3.89322 2.86247 -0.11069  0.125
C14 4.71056 1.96171 -0.87386  0.114
C15 4.13940 0.69872 -0.78160  0.339
C16 3.76375 -1.32268 2.22964  0.546
C17 4.49936 -2.45870 2.52701  0.237
C18 4.17507 -3.46454 1.55103  0.222
C19 3.26004 -2.90147 0.67479  0.542
C20 -1.82783 1.93923 -0.03747  0.007
C21 -2.71421 2.80170 -0.65707  0.002
C22 -3.67940 1.99239 -1.32598  0.002
C23 -3.34421 0.66918 -1.08506  0.003
C24 -3.90148 -2.00852 0.53308  0.283
C25 -4.53935 -2.83452 1.44810  0.082
C26 -3.62287 -3.07530 2.52284  0.120
C27 -2.44938 -2.40691 2.21986  0.264
H16 1.73776 -2.17750 -1.31006  -0.001
H17 1.13929 -0.57556 -1.73284  0.002
H18 -0.84133 -1.76078 -1.83489  0.000
H19 -0.42232 -2.79969 -0.43045  0.001
H20 2.00203 2.43711 1.02377  0.010
H21 4.05191 3.91861 0.04021  0.002
H22 5.59799 2.22672 -1.43727  0.001
H23 4.44331 -0.25016 -1.19455  0.013
H24 3.72824 -0.35039 2.69733  0.029
H25 5.19604 -2.55442 3.34530  0.006
H26 4.55630 -4.47310 1.50713  0.005
H27 2.79509 -3.29818 -0.20724  0.031
H28 -0.98109 2.16737 0.60971  0.003
H29 -2.65597 3.87778 -0.65611  0.000
H30 -4.49257 2.31861 -1.95980  0.000
H31 -3.81104 -0.22741 -1.44591  -0.001
H32 -4.25706 -1.62922 -0.40268  0.011
H33 -5.53653 -3.22809 1.34850  0.000
H34 -3.80065 -3.67740 3.39458  0.002
H35 -1.51786 -2.34479 2.75507  0.004
F1 -3.63007 -0.00735 6.69998  0.016
C28 -2.77429 0.13337 5.63723  0.038
C29 -1.55918 -0.53447 5.68278  0.003
C30 -0.73471 -0.44392 4.54885  0.035
C31 -1.12698 0.30875 3.44561  0.074
C32 -2.32757 0.99521 3.43075  0.028
C33 -3.18606 0.90665 4.54790  0.005
H36 -1.26336 -1.12910 6.54700  -0.001
H37 0.20877 -0.97517 4.51552  0.001
H38 -2.61402 1.56772 2.55304  0.001
H39 -4.14348 1.40977 4.54673  0.000

Results
HOMO level (spin up / spin down)   -0.3662 / -0.4786 Eh
Molecular weight   767.7 g mol⁻¹
Total energy   -2400.8985 hartree
Charge   +2
Lowest unoccupied orbital energy (spin up / spin down)   -5.567 / -9.434 eV
Orbital gap (spin up / spin down)   4.40 / 3.59 eV
Max |F|   5.30 eV Å⁻¹
Relative energy (zero: lowest compared OMol25 entry of this formula, charge and spin)   0.0 kcal/mol
Multiplicity   5